Computed, not measured: C19H16ClIrN5O3S3SbSe4 as an isolated structure at a distorted geometry, with the ωB97M-V functional and the def2-TZVPD basis.

Element x y z (Å)
Ir1 0.22335 -1.01490 0.01989
N1 -2.61237 4.89355 -3.43958
C1 -2.04547 4.24174 -2.34517
C2 -2.68781 3.14195 -1.77109
C3 -2.16594 2.54559 -0.64015
C4 -1.00142 3.04068 -0.07370
C5 -0.34880 4.12496 -0.63238
C6 -0.87373 4.72942 -1.76178
S1 -0.38159 2.23558 1.38806
O1 -1.52895 1.73517 2.09182
O2 0.47147 3.13552 2.10978
N2 0.43351 0.94355 0.77886
C7 1.73261 1.05085 0.39938
N3 2.23811 -0.15712 0.02636
C8 3.52419 -0.23975 -0.26840
C9 4.34358 0.87605 -0.22329
C10 3.71737 2.07823 0.05901
N4 2.42468 2.18688 0.34719
H1 -3.24531 4.33339 -3.98624
H2 -1.96467 5.43349 -3.98910
H3 -3.59949 2.76106 -2.21605
H4 -2.65597 1.70127 -0.17606
H5 0.55978 4.48390 -0.16748
H6 -0.37577 5.58405 -2.20575
H7 3.90049 -1.21439 -0.55831
H8 5.39843 0.80611 -0.43205
H9 4.26699 3.01446 0.04481
N5 -7.01642 0.32086 -0.20236
C11 -5.90990 0.00597 -0.14037
C12 -4.53936 -0.37001 -0.08112
C13 -3.82273 -0.57462 -1.26108
C14 -2.47777 -0.89547 -1.20389
C15 -1.78887 -0.99147 0.01418
C16 -2.53640 -0.80903 1.18345
C17 -3.88338 -0.50775 1.14741
H10 -4.32489 -0.48295 -2.21681
H11 -1.95445 -1.07676 -2.13568
H12 -2.06177 -0.89449 2.14821
H13 -4.42439 -0.36000 2.07271
Se1 5.59899 -6.31620 0.74286
Sb1 5.15345 -3.90780 0.38814
Se2 6.47640 -2.94579 -1.46670
Se3 5.60736 -2.66756 2.48109
Se4 2.69048 -3.76962 -0.40524
Cl1 0.27789 -2.77965 -1.38903
C18 2.22325 -5.42157 2.34525
O3 0.82590 -5.12563 2.51018
C19 0.32868 -3.94924 2.16349
S2 -1.28451 -3.70010 2.38261
S3 1.38227 -2.69015 1.61419
H14 2.42232 -6.28635 2.97205
H15 2.85199 -4.58391 2.65139
H16 2.43859 -5.67201 1.30647

The energy above the lowest of the compared OMol25 structures with the same formula, charge and spin comes out at 64.2 kcal per mole. The LUMO energy (spin up / spin down) is 1.969 / 2.164 eV. Its net charge is -2. As for the energy: -12838.28384 Ha. The value obtained for the highest occupied orbital energy (spin up / spin down) is -0.0728 / -0.0732 hartree.